P | 24
Properties=species:S:1:pos:R:3 method="wB97M-V/def2-TZVPD" e_lumo_ev=0.9
C 1.061 1.617 2.254
C -0.644 2.681 0.853
C 0.019 1.460 1.198
C -1.470 2.701 -0.254
C -1.580 1.532 -1.025
C -0.164 0.304 0.469
C -0.968 0.356 -0.684
O -2.208 1.757 -2.224
H -0.490 3.478 1.563
H -1.949 3.574 -0.674
H 0.779 2.412 2.964
H 2.032 2.002 1.915
H 0.407 -0.582 0.692
H -2.270 1.037 -2.817
H -1.063 -0.609 -1.172
H 1.407 0.851 2.958
C 0.779 -3.154 -1.468
C 1.003 -2.917 0.029
H 1.155 -4.090 -1.888
H -0.279 -3.136 -1.736
H 1.288 -2.457 -2.145
H 1.800 -2.213 0.241
H 1.332 -3.856 0.488
H 0.023 -2.750 0.464


Q | 24
Properties=species:S:1:pos:R:3 method="wB97M-V/def2-TZVPD" e_lumo_ev=0.9
C -2.114 1.784 1.213
C 1.161 -0.087 0.573
C -0.112 0.232 1.174
C 1.719 0.904 -0.178
C -0.778 1.393 0.689
C 1.088 2.033 -0.709
C -0.179 2.301 -0.205
O 3.001 0.768 -0.362
H 1.558 -1.101 0.926
H -0.553 -0.439 1.915
H 3.410 1.658 -0.493
H 1.444 2.604 -1.598
H -2.821 1.045 0.939
H -2.455 2.691 0.761
H -0.748 3.307 -0.548
H -2.143 2.008 2.244
C -0.833 -2.401 -0.602
C 0.555 -2.873 -0.898
H -1.665 -3.084 -0.930
H -1.089 -1.949 0.261
H -1.159 -1.574 -1.354
H 0.465 -3.937 -1.184
H 1.215 -2.997 -0.020
H 1.035 -2.288 -1.616


R | 24
Properties=species:S:1:pos:R:3 method="wB97M-V/def2-TZVPD" e_lumo_ev=0.9
C -0.695 1.546 2.152
C -1.652 0.371 2.412
H -0.134 1.255 1.274
H -1.141 2.513 1.924
H -0.118 1.630 3.074
H -2.371 0.245 1.585
H -2.243 0.501 3.317
H -1.164 -0.594 2.347
C -0.933 -1.986 -2.293
C 1.801 0.637 -0.328
C 0.751 1.184 -1.018
C 1.974 -0.763 -0.261
C -0.193 0.329 -1.606
C 1.022 -1.583 -0.848
C -0.090 -1.039 -1.528
O 2.778 1.320 0.358
H 0.791 2.262 -1.116
H 2.430 2.073 0.854
H 2.916 -1.168 0.078
H -1.045 0.782 -2.101
H 1.094 -2.660 -0.780
H -0.542 -2.719 -2.996
H -1.716 -1.503 -2.889
H -1.517 -2.632 -1.612


S | 24
Properties=species:S:1:pos:R:3 method="wB97M-V/def2-TZVPD" e_lumo_ev=0.9
C 0.491 -1.373 -3.052
C -0.586 -0.343 -3.413
H 0.521 -1.482 -1.964
H 0.309 -2.370 -3.450
H 1.487 -1.090 -3.369
H -1.278 -0.117 -2.602
H -0.068 0.569 -3.704
H -1.270 -0.719 -4.179
C -1.561 2.642 1.229
C -0.574 -0.908 0.531
C 0.739 -0.928 1.006
C -1.201 0.317 0.391
C -0.629 1.476 1.017
C 1.385 0.198 1.501
C 0.642 1.360 1.476
O 1.376 -2.142 0.842
H -1.073 -1.840 0.326
H -2.062 0.480 -0.247
H 2.421 0.195 1.809
H 2.258 -2.038 1.189
H -2.595 2.362 1.046
H -1.434 3.457 0.491
H 1.082 2.259 1.917
H -1.363 3.208 2.137


Which of them is the most stable, and which is the least stable? R and Q, in that order.


P | 24
Properties=species:S:1:pos:R:3 method="wB97M-V/def2-TZVPD" e_lumo_ev=0.9
C 0.145 0.059 3.438
C -0.540 1.398 3.669
H -0.697 -0.651 3.443
H 0.672 0.079 2.497
H 0.796 -0.302 4.228
H 0.143 2.248 3.484
H -0.892 1.615 4.680
H -1.329 1.557 2.928
C -1.223 2.281 -1.527
C 0.727 -1.497 -0.861
C 1.117 -0.636 -1.875
C -0.353 -1.106 -0.067
C 0.510 0.600 -2.130
C -0.926 0.136 -0.218
C -0.511 1.000 -1.231
O 1.162 -2.777 -0.708
H 1.909 -0.898 -2.588
H 1.852 -3.016 -1.338
H -0.656 -1.807 0.721
H 0.970 1.328 -2.766
H -1.756 0.464 0.420
H -1.852 2.446 -0.633
H -2.035 2.030 -2.229
H -0.602 3.101 -1.797


Q | 24
Properties=species:S:1:pos:R:3 method="wB97M-V/def2-TZVPD" e_lumo_ev=0.9
C -0.659 -0.739 2.752
C -0.967 0.628 2.452
H -0.294 -1.317 1.901
H 0.181 -0.855 3.456
H -1.470 -1.486 3.105
H -0.476 0.931 1.453
H -2.108 0.963 2.470
H -0.495 1.300 3.240
C 0.157 -2.434 -1.584
C -0.673 1.266 -1.212
C 0.602 1.792 -1.094
C -0.686 -0.114 -1.716
C 0.408 -0.918 -1.772
C 1.764 1.029 -1.248
C 1.688 -0.326 -1.451
O 0.675 3.101 -0.627
H -1.494 1.908 -1.018
H -1.693 -0.368 -2.003
H 2.602 1.597 -0.887
H -0.118 3.274 -0.226
H 0.344 -2.734 -0.625
H 0.928 -2.945 -2.193
H 2.612 -0.755 -1.375
H -0.829 -2.798 -1.797


Which of them is the most stable, and which is the least stable? P and Q, in that order.


P | 15
Properties=species:S:1:pos:R:3 method="wB97M-V/def2-TZVPD" e_lumo_ev=-4.3 charge=+1
C 0.489 0.882 0.022
C -0.950 1.372 -0.122
C 0.750 -0.549 -0.441
C -1.824 0.276 0.312
N -2.417 -0.726 -0.076
N 1.769 -1.235 -0.019
N -0.970 -0.984 0.337
H 1.111 1.534 -0.659
H 0.586 0.989 1.092
H -1.018 2.283 0.374
H -1.279 1.559 -1.093
H 2.201 -0.995 0.835
H 2.106 -2.124 -0.501
H 0.363 -0.811 -1.411
H -0.917 -1.472 1.349


Q | 15
Properties=species:S:1:pos:R:3 method="wB97M-V/def2-TZVPD" e_lumo_ev="-7.3 / -7.0" charge=+1
C -1.287 -0.661 0.236
C -2.242 -0.084 -0.552
C 0.918 -1.121 0.336
C 1.104 0.266 -0.236
N -0.471 -1.582 -0.021
N -0.901 0.432 1.095
N -0.142 0.960 0.049
H -2.930 -0.620 -1.189
H -2.605 0.913 -0.401
H 1.520 -1.827 -0.192
H 1.106 -1.256 1.434
H 2.037 0.736 0.144
H 1.235 0.386 -1.346
H -0.674 0.442 2.057
H -0.183 1.922 0.210


R | 15
Properties=species:S:1:pos:R:3 method="wB97M-V/def2-TZVPD" e_lumo_ev=-5.7 charge=+1
C -0.649 -0.124 -0.169
C 0.976 -1.564 0.149
C -2.517 -0.107 -0.039
C 1.649 0.671 0.064
N -1.421 -1.133 0.099
N 0.703 -0.319 -0.050
N -1.458 0.891 0.084
H 2.075 -1.978 0.297
H 0.241 -2.257 0.102
H -2.815 -0.089 -1.088
H -3.362 -0.219 0.536
H 1.438 1.202 0.971
H 2.604 0.179 0.388
H 1.719 1.256 -0.787
H -1.354 1.751 -0.408


S | 15
Properties=species:S:1:pos:R:3 method="wB97M-V/def2-TZVPD" e_lumo_ev="-6.6 / -6.6" charge=+1
C 0.651 4.108 0.433
C -0.545 0.313 -0.209
C -0.882 -1.861 -1.071
C 0.833 -1.428 0.613
N 0.587 1.936 1.324
N 0.480 3.009 0.874
N -0.217 -0.891 -0.214
H 0.228 5.080 0.438
H -1.300 0.810 -0.793
H -1.609 -1.375 -1.719
H -0.141 -2.376 -1.682
H -1.397 -2.597 -0.453
H 0.451 -2.267 1.192
H 1.643 -1.796 -0.017
H 1.219 -0.664 1.286


Which of them is the most stable, and which is the least stable? R and S, in that order.


P | 15
Properties=species:S:1:pos:R:3 method="wB97M-V/def2-TZVPD" e_lumo_ev=-3.5 charge=+1
C 2.949 0.779 0.538
C 2.332 -0.147 0.026
C -0.513 -0.120 0.054
C -1.892 -0.355 0.542
N 0.105 -1.223 0.026
N -0.255 1.069 -0.483
N 1.550 -1.185 -0.465
H 3.387 1.711 0.807
H -2.579 -0.540 -0.318
H -2.320 0.352 1.152
H -1.828 -1.359 1.116
H -0.990 1.718 -0.338
H 0.666 1.469 -0.571
H 1.802 -1.339 -1.458
H 1.874 -2.121 -0.001


Q | 15
Properties=species:S:1:pos:R:3 method="wB97M-V/def2-TZVPD" e_lumo_ev=-4.2 charge=+1
C 1.123 0.696 -0.411
C 1.843 -0.217 -1.309
C -0.734 -0.592 -0.699
C -0.726 0.166 1.647
N 0.145 1.441 -0.003
N 0.731 -0.680 -0.508
N -0.918 0.568 0.254
H 1.643 -0.187 -2.365
H 2.850 -0.568 -1.061
H -0.949 -0.434 -1.707
H -1.175 -1.566 -0.183
H 0.189 -0.364 1.539
H -0.750 1.081 2.302
H -1.476 -0.478 2.118
H -1.797 1.133 0.386


R | 15
Properties=species:S:1:pos:R:3 method="wB97M-V/def2-TZVPD" e_lumo_ev="-6.1 / -6.1" charge=+1
C -1.242 -0.202 2.760
C -1.367 0.483 1.791
C 0.618 0.005 -0.803
C 1.215 -0.381 -2.124
N -0.502 0.534 -0.956
N 1.213 -0.421 0.287
N -1.635 1.137 0.631
H -0.853 -0.841 3.542
H 2.084 0.311 -2.360
H 0.567 -0.232 -2.899
H 1.436 -1.369 -1.990
H 1.946 -1.011 0.341
H 0.602 -0.673 1.119
H -2.255 0.540 0.157
H -1.828 2.121 0.504


Which of them is the most stable, and which is the least stable? P and R, in that order.


P | 70
Properties=species:S:1:pos:R:3 method="wB97M-V/def2-TZVPD" e_lumo_ev=0.4
C 0.455 -3.061 3.557
C 1.072 -2.808 2.210
O 0.184 -3.252 1.199
O 0.068 -4.450 3.606
H -0.416 -2.396 3.640
H 1.184 -2.895 4.333
H 2.037 -3.326 2.101
H 1.249 -1.737 2.151
H -0.220 -4.034 1.586
H -0.708 -4.630 4.187
C -1.292 -4.894 -2.157
C -1.070 -3.415 -2.240
O -2.309 -2.719 -2.446
O -1.931 -5.444 -3.337
H -1.914 -5.111 -1.283
H -0.335 -5.407 -2.009
H -0.322 -3.206 -3.097
H -0.603 -3.088 -1.328
H -2.871 -3.239 -3.080
H -1.227 -5.640 -4.010
C 2.423 3.922 0.899
C 3.460 3.735 -0.200
O 3.454 4.739 -1.211
O 1.104 3.647 0.459
H 2.461 4.969 1.254
H 2.747 3.200 1.692
H 3.315 2.743 -0.590
H 4.372 3.791 0.383
H 2.927 5.495 -0.935
H 1.178 2.963 -0.246
C 3.803 -1.232 -0.429
C 4.430 -0.173 0.489
O 3.607 -0.185 1.707
O 4.442 -1.251 -1.703
H 2.728 -1.077 -0.471
H 3.958 -2.285 0.014
H 4.446 0.772 -0.019
H 5.461 -0.424 0.770
H 4.115 0.320 2.376
H 4.006 -0.524 -2.156
C -1.763 4.743 0.157
C -2.421 3.663 -0.720
O -1.411 2.815 -1.269
O -0.847 5.598 -0.470
H -1.286 4.137 0.930
H -2.595 5.102 0.672
H -3.021 4.154 -1.490
H -3.114 3.139 -0.026
H -1.725 1.951 -1.464
H -0.025 5.064 -0.363
C -3.621 0.412 1.285
C -4.425 -0.185 0.207
O -5.565 -0.834 0.709
O -3.049 -0.505 2.201
H -4.078 1.236 1.859
H -2.759 0.864 0.792
H -3.868 -0.968 -0.387
H -4.661 0.644 -0.528
H -6.120 -1.210 0.030
H -3.738 -1.129 2.412
C 0.589 0.726 -0.484
C -0.127 -0.388 -1.065
O -1.340 -0.002 -1.663
O 1.256 1.576 -1.413
H 1.362 0.388 0.166
H -0.012 1.332 0.232
H -0.330 -1.045 -0.242
H 0.497 -0.948 -1.778
H -1.804 -0.747 -2.060
H 0.532 2.025 -1.897


Q | 70
Properties=species:S:1:pos:R:3 method="wB97M-V/def2-TZVPD" e_lumo_ev=-0.1
C 3.429 -1.834 -2.212
C 4.830 -1.651 -1.670
O 5.770 -2.461 -2.287
O 2.908 -3.106 -1.797
H 3.396 -1.732 -3.310
H 2.817 -0.995 -1.826
H 4.787 -1.727 -0.581
H 5.069 -0.607 -1.907
H 5.594 -3.376 -2.047
H 1.985 -3.199 -2.096
C -4.308 -1.294 0.569
C -4.440 -2.801 0.438
O -4.089 -3.221 -0.884
O -2.992 -0.835 0.375
H -4.655 -0.932 1.537
H -5.011 -0.851 -0.172
H -5.448 -3.153 0.677
H -3.732 -3.262 1.130
H -4.426 -2.528 -1.461
H -2.627 -1.068 -0.520
C 1.409 4.578 -1.368
C 1.415 5.216 -0.003
O 0.893 6.537 -0.029
O 2.439 5.124 -2.190
H 0.439 4.752 -1.846
H 1.565 3.511 -1.214
H 2.432 5.280 0.375
H 0.802 4.644 0.706
H -0.061 6.494 0.057
H 2.116 5.957 -2.545
C -0.704 -4.204 -1.222
C -0.032 -4.321 0.074
O 0.749 -5.516 0.108
O 0.211 -3.919 -2.290
H -1.452 -3.399 -1.169
H -1.305 -5.081 -1.480
H -0.713 -4.369 0.922
H 0.620 -3.453 0.227
H 1.682 -5.291 0.141
H -0.218 -4.173 -3.109
C 1.479 0.702 1.348
C 0.170 0.037 1.655
O -0.971 0.858 1.335
O 1.942 0.468 0.009
H 2.215 0.357 2.069
H 1.338 1.786 1.517
H 0.088 -0.189 2.738
H 0.098 -0.959 1.190
H -1.772 0.304 1.427
H 1.257 0.801 -0.600
C -0.353 3.375 4.794
C -0.682 1.952 5.162
O -1.724 1.432 4.352
O 0.259 3.486 3.482
H 0.261 3.858 5.570
H -1.280 3.960 4.732
H -0.989 1.912 6.205
H 0.192 1.301 5.020
H -1.529 1.643 3.424
H 1.215 3.525 3.581
C -1.358 0.907 -2.368
C -1.113 -0.614 -2.388
O -2.294 -1.387 -2.246
O -0.132 1.592 -2.156
H -2.106 1.169 -1.624
H -1.749 1.128 -3.373
H -0.350 -0.954 -1.684
H -0.621 -0.837 -3.352
H -2.934 -1.150 -2.928
H 0.298 1.807 -2.987


Which of them is the most stable, and which is the least stable? Q and P, in that order.


P | 16
Properties=species:S:1:pos:R:3 method="wB97M-V/def2-TZVPD" e_lumo_ev=-3.7 charge=+1
C -1.014 1.158 -0.755
C -0.256 0.172 0.209
C 1.014 -0.373 -0.416
C 2.272 -0.114 0.468
O 2.257 -0.535 1.582
N -1.282 -0.863 0.602
H -1.411 1.972 -0.160
H -1.733 0.597 -1.349
H -0.377 1.621 -1.508
H -0.013 0.707 1.124
H 1.174 0.034 -1.411
H 0.931 -1.463 -0.492
H 3.046 0.514 0.005
H -2.185 -0.793 0.123
H -1.410 -0.804 1.611
H -1.012 -1.831 0.369


Q | 16
Properties=species:S:1:pos:R:3 method="wB97M-V/def2-TZVPD" e_lumo_ev=-3.0 charge=+1
C -1.926 -0.271 -0.528
C -0.739 0.583 -0.338
C 1.905 0.540 0.191
C 0.739 -0.278 -0.449
N -1.514 0.013 0.789
O 0.457 -1.545 0.160
H -2.915 -0.056 -1.012
H -1.852 -1.380 -0.812
H -0.907 1.693 -0.623
H 1.876 0.320 1.314
H 1.731 1.496 -0.022
H 2.839 0.201 -0.180
H 0.718 -0.348 -1.560
H -1.791 0.720 1.353
H -0.972 -0.702 1.276
H 1.257 -2.122 0.102


R | 16
Properties=species:S:1:pos:R:3 method="wB97M-V/def2-TZVPD" e_lumo_ev=-3.4 charge=+1
C -2.185 0.033 0.176
C -0.826 -0.216 -0.389
C 0.242 -0.765 0.439
C 2.382 -0.392 -0.328
N -1.293 1.165 -0.094
O 2.822 0.712 0.270
H -3.065 -0.047 -0.444
H -2.357 -0.185 1.222
H -0.778 -0.447 -1.448
H 0.317 -1.837 0.364
H 0.305 -0.399 1.451
H 2.794 -1.292 0.097
H 2.178 -0.381 -1.389
H -1.533 1.803 -0.849
H -0.885 1.635 0.713
H 2.661 1.518 -0.240


S | 16
Properties=species:S:1:pos:R:3 method="wB97M-V/def2-TZVPD" e_lumo_ev=-3.2 charge=+1
C -1.296 -0.482 0.313
C 0.129 -0.128 0.059
C 0.464 1.381 -0.177
C 1.412 -0.699 0.535
N -0.646 -0.678 -1.076
O -2.302 0.354 0.438
H -1.449 -1.528 0.841
H 1.342 1.516 -0.860
H 0.939 1.886 0.745
H -0.459 1.830 -0.638
H 1.725 -0.484 1.564
H 2.153 -0.557 -0.130
H 1.280 -1.884 0.636
H -0.415 -1.630 -1.318
H -0.910 0.003 -1.851
H -1.967 1.100 0.918


Which of them is the most stable, and which is the least stable? P and R, in that order.